Formula: C5H28NO9S
Source: OMol25
Level of theory: ωB97M-V with the def2-TZVPD basis set

Geometry as ORCA input:
```
! wB97M-V def2-TZVPD RIJCOSX def2/J DEFGRID3
* xyz -1 1
C 0.95148 -0.58079 1.36998
C 0.96802 -1.07919 -0.09188
C 2.14420 -0.59520 -0.96829
C 3.51519 -0.96730 -0.46422
S 3.89435 -2.63030 0.08026
N -0.36615 -0.77138 -0.70449
C -1.38319 -1.74998 -0.45669
O -2.29079 -1.60361 0.65059
H -0.10253 -0.57447 1.62965
H 1.61302 -1.12742 2.04363
H 1.42324 0.41843 1.48252
H 0.91733 -2.17675 0.01576
H 1.78854 -0.97482 -1.93117
H 2.04879 0.48930 -1.05422
H 3.76671 -0.21560 0.29700
H 4.22297 -0.78614 -1.28273
H 2.66333 -3.20768 0.25693
H -0.65105 0.18453 -0.55197
H -2.01253 -2.01539 -1.30586
H -0.87481 -2.65093 -0.08660
H -3.72862 0.72880 -1.29618
H -2.95484 -0.88779 0.48439
O -2.98617 0.29774 -0.85928
H -2.27071 2.38847 0.77703
H -2.37808 1.30172 -0.53616
O -1.80284 2.25954 -0.05804
H -2.45985 -0.34533 2.47510
H -3.10919 -1.55083 3.15248
O -2.74608 -0.68476 3.33583
H 1.70568 3.46991 -1.50978
H 1.49746 3.66671 -0.13248
O 2.26818 3.71137 -0.75142
H -0.05635 -1.63823 3.63676
H -0.74052 -2.98177 3.59253
O 0.13339 -2.57363 3.52498
H -0.20145 -0.48631 -2.87527
H 0.15016 0.67786 -3.63590
O 0.19111 -0.29593 -3.75229
H -1.58179 2.00329 -3.16832
H -0.87692 2.24286 -1.92819
O -0.72118 2.35090 -2.87530
H -0.04549 3.60727 1.64883
H -0.01718 2.43288 0.56624
O 0.49514 2.91996 1.25623
*
```

Summary:
- E_HOMO: -6.02 eV
- LUMO energy: 2.815 eV
- Gap between HOMO and LUMO: 0.325 hartree
- Energy: -1337.4420 hartree

***

Formula: C5H29N2O10
Source: OMol25
Level of theory: ωB97M-V with the def2-TZVPD basis set

Geometry as ORCA input:
```
! wB97M-V def2-TZVPD RIJCOSX def2/J DEFGRID3
* xyz -1 1
C 0.31960 2.50207 -1.17062
O 1.49890 1.71888 -1.07390
C -0.49325 2.48361 0.15597
C -0.32859 1.03769 0.73281
C -0.71714 0.88893 2.20020
C -1.99140 -1.05631 1.99520
N -0.92710 -0.54704 2.42198
N -1.83059 2.97196 0.10984
H -0.22837 2.10176 -2.03879
H 0.72057 3.48964 -1.41769
H 0.12709 3.06376 0.86787
H 0.74842 0.83832 0.78456
H -0.86611 0.36385 0.05745
H -1.59379 1.47523 2.53362
H 0.07383 1.26114 2.86548
H -2.24992 -2.11889 1.97344
H -2.85286 -0.47824 1.59360
H -2.45316 2.87971 0.88892
H -2.35685 3.07077 -0.73318
H -2.86850 -0.14987 -2.22170
H -2.89490 0.76623 -1.08050
O -3.45275 0.09126 -1.48415
H 1.84297 -0.97694 1.51755
H 3.20080 -0.82160 2.16122
O 2.75570 -0.73956 1.30985
H 1.60660 1.19109 -3.10125
H 2.37303 -0.15259 -3.28459
O 1.99862 0.59366 -3.75611
H 2.86308 2.04534 0.76901
H 3.27746 0.96208 1.60908
O 3.30229 1.94331 1.62686
H -0.30413 -0.21268 -3.54478
H -0.08812 -0.81839 -2.20904
O -0.82887 -0.49778 -2.78589
H -0.11615 -2.25709 2.12120
H 0.19771 -3.35737 1.17491
O -0.28436 -3.20744 2.04141
H 1.03759 -2.33259 -0.82022
H 1.73622 -3.06811 0.27342
O 0.99633 -3.25760 -0.31768
H -2.05492 -3.03080 -0.48217
H -1.39526 -3.71227 0.62609
O -1.98070 -3.92808 -0.13375
H 1.24351 0.74772 -0.98325
H 2.05991 -0.92263 -0.70885
O 1.17755 -0.84415 -1.06344
*
```

Summary:
- E_HOMO: -6.41 eV
- LUMO energy: 2.730 eV
- Gap between HOMO and LUMO: 0.336 hartree
- Energy: -1069.8433 hartree

***

Formula: C5H29N2O8
Source: OMol25
Level of theory: ωB97M-V with the def2-TZVPD basis set

Geometry as ORCA input:
```
! wB97M-V def2-TZVPD RIJCOSX def2/J DEFGRID3
* xyz 2 2
C 0.27216 0.64998 2.28594
C 1.42430 0.20398 1.35149
C 1.37051 0.99450 0.02597
C 0.21585 0.33138 -0.87451
N 0.68978 -0.84907 -1.49301
C 0.03229 -2.02900 -1.50628
N -1.23263 -2.10445 -1.32066
H 0.15167 -0.17741 2.99319
H 0.58587 1.45947 2.92703
H -0.67820 0.80003 1.79508
H 2.42038 0.32855 1.75955
H 1.25846 -0.86390 1.26173
H 2.35005 1.03304 -0.43522
H 0.83214 1.91776 0.25517
H -0.69477 0.12474 -0.32685
H 0.01405 1.15598 -1.56355
H 1.72570 -0.88678 -1.55183
H 0.49324 -2.89821 -1.95945
H -1.79262 -1.34256 -0.85866
H -1.73487 -2.98032 -1.46970
H -3.57761 -0.86439 0.40980
H -3.24592 0.42084 -0.32397
O -3.21065 -0.55786 -0.43420
H -3.68405 -1.13037 3.44713
H -5.02377 -0.53096 3.02913
O -4.06521 -0.40672 2.94740
H -1.08811 -1.76353 1.61630
H 0.16448 -2.62255 1.82286
O -0.75093 -2.66832 1.50870
H -2.65675 1.57132 3.76905
H -1.75620 2.76412 3.60591
O -1.96973 1.92158 3.18374
H 3.90823 -0.72635 -1.58776
H 4.07870 -2.05394 -0.86909
O 3.40178 -1.38210 -1.04905
H 3.86631 1.54997 -2.59358
H 5.28817 1.41332 -2.06903
O 4.39789 1.05300 -1.91658
H -2.58817 1.99908 1.44502
H -2.70558 2.84164 0.17957
O -2.52957 1.93910 0.47772
H 2.39652 2.86973 -4.12702
H 1.89214 1.41289 -4.22952
O 2.67959 1.95055 -4.06295
*
```

Summary:
- E_HOMO (spin up / spin down): -17.20 / -17.20 eV
- LUMO energy (spin up / spin down): -7.132 / -12.116 eV
- Gap between HOMO and LUMO (spin up / spin down): 0.370 / 0.187 hartree
- Energy: -918.6799 hartree
- <S²>: 0.766

***

Formula: C5H29N2O9
Source: OMol25
Level of theory: ωB97M-V with the def2-TZVPD basis set

Geometry as ORCA input:
```
! wB97M-V def2-TZVPD RIJCOSX def2/J DEFGRID3
* xyz 1 1
C -0.33948 1.47080 -0.37452
C -0.91517 0.56096 -1.42605
C -2.37820 0.21588 -1.30287
C -3.37391 1.09411 -1.32096
C -3.20778 -1.93050 -1.65775
N -2.64057 -1.12603 -0.87173
N -1.02479 1.26307 0.93715
H 0.69718 1.14515 -0.28199
H -0.33048 2.53854 -0.55879
H -0.50339 -0.46617 -1.36936
H -0.42710 0.67316 -2.41612
H -3.21133 2.14350 -1.53923
H -4.40282 0.83513 -1.11399
H -3.57288 -1.92946 -2.68462
H -3.44825 -2.89033 -1.20218
H -0.67844 1.74742 1.77797
H -1.86497 1.80360 0.73562
H -1.41814 0.33302 1.12331
H 4.40048 1.27746 -1.64555
H 3.39914 1.94927 -2.61548
O 3.83261 1.11327 -2.40424
H -0.28256 -1.71135 3.46080
H 0.67326 -1.39833 4.59335
O -0.20870 -1.20118 4.27355
H 0.24813 0.62759 3.80504
H 1.45687 0.60398 2.69386
O 0.66733 1.02884 3.02791
H 0.49095 4.51690 1.82782
H 0.89283 3.41301 2.81985
O 0.53765 3.56323 1.93677
H 1.01780 -3.66403 1.76660
H 2.29839 -3.57743 2.31493
O 1.60116 -2.94849 2.06531
H 0.89198 1.93067 -4.29044
H 1.41478 0.80784 -3.31006
O 0.93088 1.63726 -3.37561
H -3.06090 -1.21887 2.58549
H -2.33426 -1.46372 1.32307
O -2.15402 -1.20238 2.25126
H 3.38448 -3.35670 -0.15936
H 2.65973 -2.15396 -0.78199
O 2.51602 -3.03797 -0.42022
H 2.80108 -1.74407 -2.97248
H 2.68507 -0.20590 -2.69031
O 2.28036 -1.06678 -2.53377
*
```

Summary:
- E_HOMO: -12.33 eV
- LUMO energy: -2.260 eV
- Gap between HOMO and LUMO: 0.370 hartree
- Energy: -994.2896 hartree

***

Formula: C5H29NO10
Source: OMol25
Level of theory: ωB97M-V with the def2-TZVPD basis set

Geometry as ORCA input:
```
! wB97M-V def2-TZVPD RIJCOSX def2/J DEFGRID3
* xyz 0 1
C -0.98699 2.35220 2.33871
C -0.55765 1.60721 1.08782
C -0.73789 2.30256 -0.26878
C -1.19310 0.17134 1.10611
N -0.14745 -0.78583 1.51671
C -0.47677 -2.10424 1.54253
O -1.64464 -2.46923 1.55765
H -0.43561 3.25410 2.54324
H -2.00391 2.76082 2.24979
H -1.07753 1.64736 3.16384
H 0.53293 1.42910 1.11982
H 0.19737 2.53708 -0.77093
H -1.29490 3.23211 -0.11767
H -1.22999 1.66145 -1.02049
H -1.38156 -0.02018 0.04460
H -2.09835 0.04749 1.69097
H 0.82561 -0.54603 1.38966
H 0.33431 -2.84303 1.63370
O -0.09182 0.36635 -3.44498
H 0.77172 0.31199 -3.03426
H -0.11705 0.94213 -4.21077
O -2.47829 -2.29673 -1.20422
H -2.94949 -3.03486 -0.81017
H -2.22330 -1.79851 -0.40441
O 3.50829 -1.44655 2.05527
H 4.25398 -1.05558 2.50795
H 3.73994 -2.19610 1.50754
O 2.79449 0.38954 -0.06414
H 3.27883 -0.17428 0.56806
H 3.17164 1.24447 0.17318
O -4.49929 -0.65260 -0.71277
H -3.82213 -0.94596 -1.34127
H -4.45526 -1.25901 0.02472
O 0.92004 -1.87584 -1.52527
H 0.32305 -1.50189 -0.86790
H 0.23579 -2.23424 -2.11194
O 2.20753 1.24600 3.82255
H 1.75448 1.64135 4.57351
H 2.82680 1.89258 3.47404
O -2.52986 -0.92350 -4.11045
H -2.54185 -1.67642 -3.50427
H -1.60987 -0.65454 -3.99568
O 3.82582 0.81460 -2.69710
H 3.39431 0.46942 -3.48415
H 3.68761 0.17390 -1.99034
*
```

Summary:
- E_HOMO: -9.99 eV
- LUMO energy: -0.172 eV
- Gap between HOMO and LUMO: 0.361 hartree
- Energy: -1015.0443 hartree

***

Formula: C5H2ClF7O
Source: OMol25
Level of theory: ωB97M-V with the def2-TZVPD basis set

Geometry as ORCA input:
```
! wB97M-V def2-TZVPD RIJCOSX def2/J DEFGRID3
* xyz 0 1
C 0.21419 0.72688 0.02031
C -0.41049 0.51153 1.10885
C -2.49734 -0.53960 -0.15520
C -2.88626 -1.83321 0.38448
C -3.54549 1.50226 -0.51864
O -3.68147 0.29627 -0.03500
F -1.95151 -0.45710 -1.43780
F -4.22521 -2.09954 0.08842
F -2.16744 -2.87488 -0.04650
F -2.96432 -1.76069 1.72009
F -2.26288 1.95862 -0.38473
F -3.87350 1.61630 -1.80488
F -4.31587 2.31640 0.18832
Cl -0.69425 0.73146 2.63725
H 1.32980 1.11666 0.18748
H -0.33388 0.42132 -0.93005
*
```

Summary:
- E_HOMO (spin up / spin down): -8.70 / -9.59 eV
- LUMO energy (spin up / spin down): -1.233 / -0.787 eV
- Gap between HOMO and LUMO (spin up / spin down): 0.274 / 0.324 hartree
- Energy: -1426.0524 hartree

***

Formula: C5H2ClN
Source: OMol25
Level of theory: ωB97M-V with the def2-TZVPD basis set

Geometry as ORCA input:
```
! wB97M-V def2-TZVPD RIJCOSX def2/J DEFGRID3
* xyz 0 1
N -4.47671 -0.10510 -0.20798
C -3.33880 -0.09023 0.06719
C -1.94880 0.02464 0.05239
C -0.75593 0.14329 0.22318
C 0.62633 0.58177 0.07698
C 1.51828 -0.48377 0.02252
Cl 3.09560 -0.02668 -0.08227
H 0.83846 1.65584 -0.07920
H 1.26685 -1.52069 0.27998
*
```

Summary:
- E_HOMO: -9.46 eV
- LUMO energy: -0.511 eV
- Gap between HOMO and LUMO: 0.329 hartree
- Energy: -706.5594 hartree